Entry 1:
ORCA calculation (ωB97M-V/def2-TZVPD) on the ion C18H32NO2 with charge +1 in a non-equilibrium geometry.

```
53
Properties=species:S:1:pos:R:3
O -2.86 1.43 1.03
O -5.20 0.67 0.08
N -5.29 -1.97 -1.93
C 3.35 -1.25 -0.24
C -4.70 -0.21 1.06
C 2.16 -1.74 0.60
C 3.33 -2.10 -1.55
C 4.66 -1.64 0.48
C -3.24 0.14 1.51
C 0.41 1.05 -0.49
C 2.81 1.28 0.34
C 3.23 2.68 -0.24
C -4.70 0.41 -1.19
C -0.64 1.79 1.92
C -0.95 1.08 -0.34
C -5.65 -0.49 -2.03
C 3.50 1.18 1.72
C 1.29 1.37 0.53
C -1.45 1.44 0.89
C 3.27 0.23 -0.69
C 0.73 1.74 1.73
H -3.13 0.08 2.59
H 4.29 0.51 -1.01
H 1.96 -1.13 1.49
H -4.39 -2.10 -1.47
H 4.54 -2.69 0.81
H 2.90 3.49 0.41
H 4.88 -1.07 1.38
H -3.71 -0.08 -1.18
H 1.33 2.02 2.59
H -5.34 -0.21 1.95
H -6.00 -2.45 -1.38
H -5.56 -0.19 -3.08
H -2.56 -0.62 1.09
H -4.57 1.33 -1.76
H 4.31 2.65 -0.38
H -5.22 -2.38 -2.86
H -4.70 -1.26 0.71
H 3.72 -3.10 -1.34
H -1.04 2.09 2.88
H 3.06 0.45 2.39
H 4.57 1.00 1.56
H 2.67 0.25 -1.60
H -1.61 0.83 -1.17
H 5.50 -1.66 -0.22
H -6.68 -0.32 -1.73
H 0.78 0.76 -1.47
H 3.91 -1.62 -2.34
H 2.79 2.76 -1.24
H 1.25 -1.66 -0.01
H 2.24 -2.79 0.88
H 2.29 -2.14 -1.90
H 3.45 2.18 2.18
```

- Charge: +1
- Total energy: -24762.402 eV
- SMILES string: CC(C)(C)CC(C)(C)c1ccc(OCCOCC[NH3+])cc1
- Spin multiplicity: 1
- HOMO: -11.076 eV
- Orbital gap: 7.3 eV


Entry 2:
ORCA calculation (ωB97M-V/def2-TZVPD) on a structure of composition C18H32NO2P2Yb in a non-equilibrium geometry.

```
56
Properties=species:S:1:pos:R:3
Yb 0.40 0.09 -0.40
P -0.57 -2.45 -0.44
P 1.41 2.00 1.21
O 4.09 1.76 -1.37
O 1.53 1.99 -2.58
N 1.83 -1.12 1.05
C -1.98 0.84 -0.91
C -2.25 -3.08 -0.21
C -6.18 1.48 -0.98
C -5.56 1.28 0.27
C 1.75 -2.45 1.25
C 3.01 1.07 1.26
C -3.37 1.15 -0.85
C 4.00 -2.49 2.13
C 1.09 2.36 2.95
C 4.06 -1.11 1.95
C 1.69 3.60 0.39
C -4.03 1.47 -2.06
C -5.40 1.59 -2.14
C -4.18 1.15 0.35
C 0.03 -3.31 -1.94
C 2.82 -3.16 1.79
C 2.93 -0.44 1.46
C 0.48 -3.23 0.86
H 1.38 -0.38 -2.13
H -7.26 1.55 -1.06
H -2.61 -2.81 0.79
H 1.50 0.96 -2.51
H 1.77 3.09 3.41
H 0.72 4.12 0.39
H -3.70 1.06 1.34
H 2.44 4.24 0.85
H -1.67 -0.06 -1.51
H 1.12 1.42 3.51
H 4.84 -3.04 2.53
H 3.27 1.85 -1.92
H 0.74 2.23 -3.11
H 3.64 1.53 2.04
H -1.27 1.70 -0.89
H 1.95 3.44 -0.67
H 0.78 -4.22 0.49
H -0.47 -2.86 -2.81
H 4.97 -0.55 2.15
H -2.34 -4.16 -0.36
H 2.72 -4.24 1.91
H 3.51 1.25 0.26
H 1.10 -3.10 -2.06
H 4.66 1.15 -1.85
H -3.40 1.62 -2.95
H -0.77 -0.19 1.23
H 0.06 2.75 3.00
H -5.85 1.74 -3.13
H -0.16 -3.36 1.75
H -0.16 -4.39 -1.92
H -6.20 1.18 1.15
H -2.90 -2.55 -0.92
```

- Total energy: -74873.493 eV
- Energy relative to the best compared isomer or geometry (same formula, charge and spin): 0.00 kJ/mol
- Spin multiplicity: 2
- HOMO (spin up / spin down): -5.399 / -5.390 eV
- Orbital gap (spin up / spin down): 5.6 / 5.6 eV
- Expectation value of S²: 0.751


Entry 3:
ORCA calculation (ωB97M-V/def2-TZVPD) on a structure of composition C18H32NO2S in a non-equilibrium geometry.

```
54
Properties=species:S:1:pos:R:3
S 2.31 -2.10 -0.18
O 1.71 0.81 0.28
O -2.84 -2.18 -0.76
N -4.52 -1.19 0.89
C -4.75 2.48 -1.25
C -4.04 0.33 0.74
C -5.88 -1.12 0.21
C 3.42 -1.25 0.97
C -3.26 0.63 -0.24
C -3.16 3.13 0.66
C 0.50 0.18 0.16
C 7.36 0.65 -0.84
C 0.69 -0.97 -0.13
C 4.38 -0.38 -0.02
C -0.73 0.71 -0.12
C -3.37 1.96 -0.60
C 5.46 0.31 0.63
C -1.83 0.04 -0.19
C 1.52 2.32 0.41
C -1.62 -1.60 -0.55
C 6.39 1.37 -0.06
C -0.48 -1.86 -0.49
H 8.07 0.05 -0.36
H -3.81 0.05 -0.96
H -0.96 1.88 0.30
H 2.95 -0.49 1.40
H -3.35 0.26 1.87
H -2.56 2.10 -1.27
H -6.22 -2.20 0.09
H -6.62 -0.77 0.88
H -4.62 1.72 -2.12
H 4.99 -0.87 -0.86
H -0.14 -3.12 -0.51
H -3.94 -1.81 0.21
H 4.01 -1.87 1.23
H 7.09 2.10 0.55
H 4.75 1.15 1.56
H 1.20 2.91 -0.63
H 6.94 0.07 -1.70
H -2.44 2.60 1.58
H -4.12 2.98 1.00
H -2.97 3.98 0.33
H 6.08 -0.17 1.30
H 5.74 2.11 -0.70
H -5.64 2.19 -0.49
H 8.05 1.26 -1.32
H 0.95 2.71 1.33
H 3.98 0.26 -0.63
H -2.25 -3.18 -0.96
H -4.89 0.73 1.11
H -5.92 -0.87 -0.64
H 2.53 2.73 0.34
H -4.67 -1.80 1.84
H -4.77 3.37 -1.54
```

- Charge: +1
- Total energy: -35579.263 eV
- Energy relative to the best compared isomer or geometry (same formula, charge and spin): 1962.97 kJ/mol
- Spin multiplicity: 1
- HOMO: -10.609 eV
- Orbital gap: 7.6 eV


Entry 4:
ORCA calculation (ωB97M-V/def2-TZVPD) on a structure of composition C18H33AgN6O3SSi in a non-equilibrium geometry.

```
63
Properties=species:S:1:pos:R:3
Ag -0.06 0.01 0.31
S -1.14 -2.49 0.24
Si -0.07 3.87 1.43
O 1.33 -0.98 2.01
O 3.89 0.02 -2.06
O 3.24 -2.09 2.18
N 2.24 0.04 -0.44
N 0.40 1.00 -2.09
N 0.50 -4.13 -1.13
N -2.22 1.07 -0.24
N 0.67 -4.17 1.20
N -0.74 2.49 0.72
C 2.03 -4.64 1.13
C -4.17 1.84 -1.38
C 0.55 -3.17 -2.22
C -1.19 4.68 2.79
C -2.68 3.42 -0.40
C 3.16 -0.27 0.63
C -3.82 3.17 -1.11
C -0.31 -5.28 -1.47
C -3.75 -0.60 -1.11
C -1.86 2.35 0.04
C 1.64 0.55 -2.70
C -3.34 0.83 -0.91
C 0.26 -3.71 2.50
C 1.58 3.40 2.23
C 0.11 -3.58 0.12
C 0.28 5.38 0.26
C 2.72 0.17 -1.64
C 2.52 -1.20 1.68
H -4.44 3.98 -1.47
H -0.62 5.93 0.02
H -3.95 -0.80 -2.16
H 0.10 -5.76 -2.37
H -0.29 -5.99 -0.64
H -0.83 -3.72 2.55
H -1.36 -5.00 -1.66
H -5.06 1.61 -1.95
H -0.44 -2.82 -2.51
H 1.14 -2.31 -1.91
H 0.60 1.81 -1.51
H 3.44 0.65 1.17
H 1.54 2.39 2.63
H -0.76 5.59 3.20
H -2.38 4.43 -0.16
H 0.66 -4.39 3.25
H 0.98 6.09 0.70
H -1.35 3.99 3.60
H -4.66 -0.80 -0.54
H -2.16 4.93 2.38
H 2.13 -5.57 1.69
H -2.96 -1.25 -0.76
H 2.31 -4.82 0.09
H 0.71 5.04 -0.68
H 1.85 4.08 3.04
H 4.09 -0.72 0.24
H 2.10 1.31 -3.37
H 2.69 -3.87 1.56
H -0.29 1.27 -2.79
H 1.44 -0.34 -3.31
H 1.03 -3.65 -3.08
H 0.62 -2.69 2.68
H 2.39 3.43 1.51
```

- Charge: -2
- Total energy: -56999.625 eV
- Energy relative to the best compared isomer or geometry (same formula, charge and spin): 0.00 kJ/mol
- Spin multiplicity: 1
- HOMO: -1.377 eV
- Orbital gap: 6.0 eV